Record 1
Molecular formula: H3OPS2
Method: DFT, ωB97M-V/def2-TZVPD

Summary:
- Kohn-Sham gap (eV) = 9.48
- energy above the lowest of the compared OMol25 structures with the same formula, charge and spin (kcal per mole) = 11.48
- SMILES = O[P@H](=S)S
- total charge = 0

Cartesian coordinates (Å):
O: -0.142 1.215 0.991
P: -0.219 0.281 -0.302
S: -1.933 -0.464 -0.783
S: 1.309 -1.080 -0.001
H: -0.043 0.951 1.984
H: 0.273 1.220 -1.055
H: 0.755 -2.124 -0.835

***

Record 2
Molecular formula: C7H11N
Method: DFT, ωB97M-V/def2-TZVPD

Summary:
- Kohn-Sham gap (eV) = 9.10
- energy above the lowest of the compared OMol25 structures with the same formula, charge and spin (kcal per mole) = 91.15
- SMILES = C=C(N)[C@H]1CCC1=C
- total charge = 0

Cartesian coordinates (Å):
C: 1.522 0.046 -1.945
C: 0.638 -0.528 -1.127
N: 0.790 -1.820 -0.641
C: -0.482 0.285 -0.517
C: -1.682 -0.461 0.097
C: -0.969 -0.144 1.624
C: -0.135 0.841 0.851
C: 0.510 1.934 1.203
H: 1.402 1.064 -2.270
H: 2.387 -0.486 -2.308
H: 1.480 -2.372 -1.128
H: -0.073 -2.302 -0.435
H: -0.776 1.058 -1.232
H: -2.600 0.125 0.017
H: -1.496 -1.468 0.669
H: -1.624 0.286 2.384
H: -0.360 -0.929 2.077
H: 0.979 2.568 0.465
H: 0.490 2.303 2.217

***

Record 3
Molecular formula: C3H7NO2
Method: DFT, ωB97M-V/def2-TZVPD

Summary:
- Kohn-Sham gap (eV) = 10.13
- energy above the lowest of the compared OMol25 structures with the same formula, charge and spin (kcal per mole) = 48.26
- SMILES = C=NC.O=CO
- total charge = 0

Cartesian coordinates (Å):
C: -0.428 0.730 1.201
N: 0.358 -0.160 1.616
C: 1.779 0.108 1.526
H: -1.498 0.555 1.290
H: -0.072 1.669 0.767
H: 2.177 0.123 2.538
H: 2.014 1.057 1.027
H: 2.275 -0.710 1.007
O: -2.337 -1.497 -1.338
C: -1.709 -0.846 -2.106
O: -0.360 -0.743 -2.031
H: -2.137 -0.315 -2.970
H: -0.063 0.030 -2.526

***

Record 4
Molecular formula: C47H45ClF4N4O9P4
Method: DFT, ωB97M-V/def2-TZVPD

Summary:
- Kohn-Sham gap (eV) = 7.29
- SMILES = [H]/N=C(\N)NCCCCc1ccc2c(c1[PH2]=O)C(=O)c1c(Cc3ccc(C)cc3)c(C(=O)NC(=O)F)c(PP(=O)(O)O)c(P(O)Cl)c1C2=O.Fc1ccccc1.Fc1ccccc1.Fc1ccccc1
- total charge = 0

Cartesian coordinates (Å):
H: -8.954 2.873 -0.616
N: -8.641 2.601 0.328
C: -7.394 2.900 0.427
N: -6.700 3.469 -0.717
N: -6.699 2.644 1.654
C: -5.845 1.424 1.580
C: -6.382 0.235 2.498
C: -6.302 -1.185 1.804
C: -5.242 -2.172 2.452
C: -3.950 -2.355 1.556
C: -4.198 -2.688 0.135
C: -3.090 -2.839 -0.808
C: -1.741 -2.647 -0.295
C: -1.470 -2.351 1.128
C: -2.579 -2.200 2.092
P: -2.261 -1.793 3.893
O: -3.134 -2.631 4.790
C: 0.045 -2.168 1.519
O: 0.562 -2.694 2.469
C: 0.810 -1.267 0.477
C: 1.717 -0.192 0.884
C: 1.966 0.117 2.384
C: 1.325 1.497 2.838
C: 1.795 1.986 4.155
C: 1.280 3.218 4.744
C: 0.267 3.955 3.977
C: -0.370 5.262 4.547
C: -0.191 3.479 2.672
C: 0.330 2.230 2.069
C: 2.352 0.575 -0.212
C: 3.309 1.727 0.218
O: 2.998 2.843 -0.126
N: 4.502 1.606 1.044
C: 5.041 0.290 1.136
O: 5.578 -0.030 2.157
F: 5.031 -0.627 0.126
C: 2.076 0.315 -1.651
P: 3.006 1.399 -2.859
P: 5.173 1.037 -2.709
O: 5.703 1.519 -4.042
O: 5.909 1.965 -1.567
O: 5.563 -0.586 -2.632
C: 1.106 -0.752 -2.056
P: 0.734 -0.986 -3.868
O: 0.438 0.621 -4.380
Cl: -1.131 -1.876 -4.206
C: 0.531 -1.526 -0.954
C: -0.455 -2.731 -1.196
O: -0.227 -3.659 -1.923
H: -6.390 2.726 -1.352
H: -5.829 3.875 -0.342
H: -7.388 2.595 2.403
H: -4.811 1.733 1.909
H: -5.776 1.136 0.498
H: -7.482 0.460 2.634
H: -5.929 0.282 3.520
H: -7.316 -1.665 1.913
H: -6.160 -1.014 0.707
H: -4.881 -1.662 3.390
H: -5.652 -3.186 2.682
H: -5.230 -2.802 -0.271
H: -3.200 -3.069 -1.891
H: -2.534 -0.386 4.016
H: -0.893 -1.988 4.226
H: 3.043 0.177 2.676
H: 1.506 -0.646 3.074
H: 2.552 1.382 4.722
H: 1.660 3.504 5.749
H: -0.566 5.944 3.672
H: -1.291 5.085 5.157
H: 0.395 5.744 5.213
H: -0.968 4.062 2.128
H: -0.035 1.843 1.089
H: 4.207 1.845 2.002
H: 2.772 1.034 -4.213
H: 6.515 2.571 -2.045
H: 5.819 -0.855 -3.535
H: -0.346 0.889 -3.857
F: 5.051 5.371 -10.149
C: 4.980 4.525 -9.105
C: 6.093 4.341 -8.304
C: 6.018 3.471 -7.223
C: 4.836 2.788 -6.963
C: 3.726 2.979 -7.778
C: 3.796 3.857 -8.853
H: 7.009 4.875 -8.528
H: 6.881 3.324 -6.585
H: 4.782 2.107 -6.121
H: 2.805 2.444 -7.577
H: 2.939 4.024 -9.494
F: -7.132 -3.541 8.921
C: -5.793 -3.473 8.796
C: -5.213 -3.731 7.567
C: -3.832 -3.655 7.435
C: -3.049 -3.332 8.538
C: -3.644 -3.079 9.769
C: -5.026 -3.144 9.898
H: -5.840 -3.989 6.722
H: -3.369 -3.848 6.479
H: -1.971 -3.277 8.437
H: -3.032 -2.831 10.629
H: -5.508 -2.942 10.847
F: 4.590 -1.561 -4.971
C: 5.067 -2.561 -5.743
C: 5.479 -2.282 -7.033
C: 5.974 -3.310 -7.824
C: 6.040 -4.604 -7.320
C: 5.618 -4.870 -6.023
C: 5.132 -3.841 -5.226
H: 5.412 -1.268 -7.410
H: 6.307 -3.103 -8.834
H: 6.423 -5.406 -7.940
H: 5.666 -5.879 -5.632
H: 4.806 -4.027 -4.210

***

Number 1: calculated total energy -1214.7938 Eh, HOMO level -0.3360 hartree. Number 2: calculated total energy -327.9427 Eh, HOMO level -0.2959 hartree. Number 3: calculated total energy -323.7041 Eh, HOMO level -0.3542 hartree. Number 4: calculated total energy -4939.2035 Eh, HOMO level -0.3281 hartree.